(1)
111
Properties=species:S:1:pos:R:3:mulliken_charge:R:1 method="wB97M-V/def2-TZVPD" max_force_ev_per_a=2.23 e_tot_ev=-116568.214 homo_lumo_gap_ev=6.207 total_charge=-1 homo_energy_ev=-4.73 e_lumo_ev=1.48
Ga -2.5262 4.1471 0.1730 0.156
Cl -1.7059 6.1607 0.8793 -0.529
O -0.7779 -6.0519 3.6752 -0.569
O -1.6280 -4.3632 -0.9774 -0.394
O 3.3110 -8.1992 -3.2479 -0.510
O 0.2558 2.1463 -0.7994 -0.337
O -6.5937 -0.4126 4.3075 -0.297
O -3.7290 -0.9924 1.0022 -0.357
O 3.5230 -8.4601 0.7021 -0.497
O -2.8322 -1.2200 -1.0307 -0.655
O 7.8533 3.6089 -4.1528 -0.452
O -1.6801 9.9623 1.2872 -0.514
O 4.5155 4.3908 -3.2387 -0.519
C -1.2201 -4.6221 -2.3196 -0.238
C -5.5514 0.6189 1.1881 -1.093
C -1.8315 10.4646 -0.0323 -0.233
C -2.6712 -0.9254 0.1405 0.439
C 2.8427 -6.1846 1.2364 -1.202
C -0.9856 -5.6914 2.3053 0.395
C 6.2195 6.0864 -2.9444 -1.015
C 2.7413 -7.3456 0.2675 0.018
C -6.2389 1.6933 2.0767 -0.888
C 1.5495 2.0429 -0.2275 -0.220
C -3.1640 10.0538 -0.6327 -0.868
C -0.6808 -3.3608 -2.9594 -0.932
C -1.1709 -0.1704 1.9754 -0.590
C 9.1240 3.4839 -3.5196 -0.288
C -4.1297 0.2780 1.5727 -0.071
C -7.3763 -1.4598 4.8663 -0.292
C 4.7226 -8.1934 -3.4354 -0.209
C -4.2150 3.3280 2.3863 -0.715
C 5.3442 -9.5114 -3.0117 -0.952
C 2.4779 3.1262 -0.7469 -1.055
C 5.4845 4.9063 -2.3353 -0.133
C -6.5683 -2.3049 5.8352 -1.051
C -4.4045 3.8022 0.9451 -0.773
C 10.0840 4.5628 -3.9860 -1.013
C -2.3362 -6.1681 1.8137 -0.986
C -1.3752 -0.4752 0.6485 -0.011
C -5.3365 2.4769 3.0278 -0.692
H 1.9659 1.0491 -0.4469 0.279
H -0.9135 -4.6077 2.2410 0.183
H -2.4189 -7.2565 1.8934 0.368
H -1.5938 2.9892 0.7988 -0.131
H -3.2432 8.9658 -0.6764 0.245
H -3.4911 1.0632 1.1678 0.145
H 6.1841 4.1063 -2.0717 0.147
H -1.7561 11.5512 0.0307 0.277
H 1.6993 -7.6644 0.1551 0.268
H -5.6075 0.9322 0.1472 0.341
H 3.8815 -5.8726 1.3484 0.365
H 10.2438 4.4972 -5.0651 0.319
H -6.1718 -1.6840 6.6392 0.259
H 6.4240 -9.5059 -3.1707 0.323
H -4.8602 1.8080 3.7496 0.204
H -4.8341 3.0630 0.2690 0.189
H 2.0639 4.1117 -0.5307 0.294
H 3.1919 -8.7310 1.5626 0.278
H -0.8306 -7.0094 3.7332 0.303
H -2.5374 3.9672 -1.4220 -0.326
H -5.7164 -2.7635 5.3278 0.316
H -7.1793 -3.0976 6.2713 0.363
H 9.5341 2.4905 -3.7293 0.290
H 5.5171 6.8785 -3.2083 0.377
H 7.9890 3.5277 -5.1013 0.267
H -8.2143 -0.9878 5.3780 0.293
H -5.9876 3.1135 3.6327 0.507
H 0.1612 -2.9737 -2.3840 0.220
H -1.7360 9.0016 1.2266 0.285
H 3.4672 3.0494 -0.2885 0.340
H -3.2746 2.7737 2.4312 0.139
H -6.1498 -0.2963 1.2384 0.344
H -0.4577 -5.4006 -2.2810 0.255
H -7.7740 -2.0833 4.0574 0.274
H 2.4830 -6.4762 2.2263 0.329
H 9.6731 5.5512 -3.7778 0.264
H 4.8991 -8.0076 -4.4939 0.295
H 2.5933 3.0547 -1.8300 0.283
H 4.9093 -10.3349 -3.5795 0.269
H 4.9566 5.2139 -1.4336 0.385
H 3.1467 -8.3532 -2.3127 0.275
H 0.3416 2.0625 -1.7540 0.201
H -4.9691 4.7340 0.8825 0.551
H -7.0028 1.1910 2.6621 0.558
H -3.9859 10.4164 -0.0133 0.255
H -1.4535 -2.5900 -2.9637 0.247
H 5.1496 -9.7048 -1.9542 0.279
H -0.9958 0.8504 2.3136 0.288
H -3.9655 0.2794 2.6496 0.291
H 8.9505 3.5637 -2.4475 0.281
H 5.1584 -7.3662 -2.8639 0.249
H 6.7307 5.7860 -3.8584 0.193
H -1.2085 -0.9366 2.7473 0.302
H -0.1824 -6.1267 1.7009 -0.181
H 2.2540 -5.3342 0.8904 0.297
H -1.0062 10.0987 -0.6539 0.242
H -3.1356 -5.7397 2.4200 0.265
H 4.9809 4.1086 -4.0314 0.285
H -0.3524 -3.5347 -3.9862 0.370
H -2.3072 -3.6773 -1.0094 0.215
H -2.0734 -5.0061 -2.8898 0.245
H -2.4876 -5.8809 0.7735 0.222
H -6.7551 2.4011 1.4294 0.448
H 6.9577 6.4909 -2.2475 0.288
H -4.0692 4.2167 3.0027 0.521
H -0.5841 -0.3683 -0.0830 0.375
H 1.4214 2.1309 0.8517 0.254
H -5.8543 -0.8132 3.8383 0.131
H -3.2811 10.4533 -1.6428 0.296
H 11.0499 4.4713 -3.4870 0.338
H 3.1193 -7.0562 -0.7127 0.140



(2)
111
Properties=species:S:1:pos:R:3:mulliken_spin:R:1 method="wB97M-V/def2-TZVPD" max_force_ev_per_a=2.92 e_tot_ev=-52972.031 homo_lumo_gap_ev="1.580 / 8.418" spin_multiplicity=2 total_charge=-1 homo_energy_ev="0.56 / -6.28" e_lumo_ev="2.14 / 2.14"
O 1.3784 -1.9511 -5.5466 -0.433
O -2.2652 3.5110 1.6807 -0.219
O -0.8955 -3.6664 2.2968 -0.216
O 1.6861 0.2162 0.1992 -0.092
O 0.6323 -8.9060 2.3554 -0.015
O -5.6647 5.2759 6.6731 -0.005
O 5.0107 -1.0811 1.9765 -0.019
O -3.0645 2.6653 -2.5833 -0.101
N 3.6716 -0.3780 -6.5968 0.016
N -4.0827 4.5955 4.3790 -0.020
N 4.1154 -0.7479 -0.8401 0.022
N -0.2047 -6.5227 0.8054 -0.095
N -0.6931 3.0089 -0.7233 0.094
C -5.8457 5.8861 5.4551 0.012
C 0.9053 -7.4195 0.5698 0.070
C -0.9088 -4.1144 0.9442 0.860
C 0.7203 1.9444 -2.1952 -0.010
C 0.7127 -8.8648 0.9260 -0.020
C -2.2511 4.2441 -4.1018 0.193
C -6.3840 5.8119 7.8287 0.000
C 6.1013 -2.0104 2.1646 0.031
C 0.4364 -3.5185 2.8894 0.030
C -1.6535 4.7533 1.7688 0.045
C 5.3886 -0.1794 -0.3167 0.017
C 1.0984 1.4761 0.2756 0.000
C 4.2132 0.2059 -4.2872 0.011
C 2.0908 -1.0779 -4.7119 -0.081
C -0.6603 -9.0244 2.8126 0.003
C 5.5978 1.0852 -1.1700 -0.009
C 0.0231 -2.1926 -5.3190 0.847
C -3.6480 3.6852 2.0238 0.069
C -2.7992 2.8634 -3.9683 0.164
C 0.7526 -0.8937 0.4849 0.341
C 3.5165 -0.8102 -5.2154 -0.023
C 5.2506 0.1284 1.1783 -0.002
C 0.0418 1.7466 -0.8479 -0.383
C -3.7316 3.4031 3.6320 0.039
C 0.0823 -5.1855 0.4520 -0.005
C -4.0806 2.6327 -4.8009 0.357
C -5.4754 4.9012 4.2830 0.001
H 1.2596 -3.2199 2.2402 0.002
H 1.9180 2.1879 0.1767 -0.017
H 0.6358 -0.9549 1.5669 -0.043
H 4.3261 0.7008 1.2550 0.012
H 1.7761 -7.1396 1.1625 -0.002
H -6.8346 6.2940 5.2459 0.001
H 6.1544 0.6102 1.5513 -0.003
H -1.1083 -9.9430 2.4338 0.000
H -3.1883 1.7223 -2.4524 0.307
H -5.9705 3.9544 4.4988 -0.007
H -0.0279 -9.3777 0.3123 -0.001
H -2.7555 3.0525 3.9672 0.017
H 3.0213 -1.0208 -7.0258 -0.004
H -0.9240 -3.1900 0.3668 -0.348
H -1.3949 2.9013 -1.4416 0.073
H -2.6216 4.9629 -3.3710 -0.023
H 6.9059 -1.4393 2.6279 -0.001
H 3.9323 -1.6285 -0.3806 -0.002
H -4.8569 3.3259 -4.4770 -0.007
H -0.7162 0.9713 -0.9591 -0.082
H 2.1148 -1.5339 -3.7222 0.014
H -1.2517 4.2284 -3.6669 0.065
H -1.9734 2.2135 -4.2577 -0.104
H 1.2419 -7.2816 -0.4577 0.028
H 1.5503 -9.4712 0.5812 0.000
H -7.4304 5.5828 8.0304 0.000
H 3.4103 -0.1069 -0.5053 0.007
H -1.2232 2.9501 0.1344 -0.107
H 0.9435 -1.7706 -0.1337 0.123
H -0.2730 -2.3564 -4.2828 -0.091
H -3.9736 2.8859 -5.8557 -0.012
H 5.2706 0.2381 -4.5496 -0.006
H -6.1526 6.8763 7.8677 0.000
H 0.3225 -2.9985 3.8405 -0.013
H 0.5778 1.6455 1.2181 0.107
H -0.2208 -0.6128 0.0829 -0.356
H 0.7123 -4.4925 3.2936 0.004
H 1.1077 -4.9685 0.7513 0.056
H -5.2270 6.7829 5.4220 0.000
H 3.3305 0.5618 -6.7404 -0.012
H -4.1637 2.9373 1.4215 0.140
H 6.3631 -2.4769 1.2149 -0.001
H -2.1381 4.5507 -5.1417 -0.037
H 1.3687 1.1292 -2.5162 0.043
H -1.9041 -4.4277 0.6290 -0.001
H -4.0674 4.6280 1.6724 -0.033
H -0.6207 4.7099 1.4231 0.002
H 5.6877 -2.7710 2.8268 -0.007
H -0.1495 -6.4277 1.8094 -0.001
H 4.0970 -1.7296 -5.1390 0.000
H 1.3555 2.8229 -2.0811 0.002
H 6.3308 1.6783 -0.6230 -0.003
H -0.7007 -9.0564 3.9014 -0.003
H -4.4802 2.6259 3.7855 -0.017
H 6.3121 -0.7238 -0.5143 0.002
H 3.8650 1.2311 -4.4132 0.011
H -5.8912 5.3795 8.6994 0.000
H -1.6310 5.1346 2.7897 -0.004
H -0.1885 -3.0665 -5.9350 -0.027
H 6.0783 0.7284 -2.0810 0.002
H 1.5818 -0.1174 -4.6308 0.059
H -5.5761 5.4342 3.3376 -0.003
H -1.1730 -8.0957 2.5623 0.009
H -0.5435 -1.3730 -5.7609 -0.042
H 0.1317 -5.0171 -0.6237 -0.006
H -3.6690 4.7847 5.2808 0.005
H -2.2425 5.5527 1.3194 -0.003
H 4.7432 1.7057 -1.4396 0.003
H -4.4915 1.6367 -4.6356 -0.196
H 0.0963 2.0176 -3.0859 0.050
H 4.1150 -0.0427 -3.2305 0.007



(3)
116
Properties=species:S:1:pos:R:3:mulliken_charge:R:1 method="wB97M-V/def2-TZVPD" max_force_ev_per_a=3.62 e_tot_ev=-129981.425 homo_lumo_gap_ev=6.865 relative_energy_ev=0.299 total_charge=+1 homo_energy_ev=-11.48 e_lumo_ev=-4.61
Pb 3.1640 0.4777 3.3501 1.361
As 0.2830 0.2379 0.1024 2.521
F 1.0542 0.9697 -1.3402 -0.515
F 1.8753 0.3019 1.0291 -0.421
F -1.3659 0.1242 -0.6892 -0.539
F -0.0946 1.8808 0.7242 -0.993
F -0.5082 -0.4697 1.6415 -0.817
F 0.7159 -1.3530 -0.4582 -0.471
O 4.0700 2.5511 1.9927 -0.250
O 1.0225 2.1402 3.0456 0.434
O 1.0058 -0.8820 3.7761 0.503
O -6.1921 4.0386 -0.3389 -0.558
O -1.0451 3.0003 -5.0199 -0.583
O -0.4338 -3.6444 -2.2700 -0.583
O 4.6670 -1.1948 -4.6429 -0.589
O 4.1365 -1.3507 1.8914 -0.476
O -5.1913 -2.7710 1.4380 -0.582
C 2.8839 3.4904 0.1128 -0.942
C -2.9098 -3.2908 1.1561 -0.786
C -4.7581 3.9982 -0.5778 0.553
C -4.1808 5.1304 0.3203 -1.298
C 4.0482 -2.5778 -0.1077 -1.944
C -1.4330 -3.5997 -3.3078 1.447
C 3.4638 -3.2921 -4.4318 -1.471
C -1.1070 0.9348 -4.0141 -0.947
C -0.9149 -3.8413 -4.7310 -1.464
C -0.6990 -0.8038 5.4894 -1.160
C 3.4479 -2.4404 1.2863 1.675
C -4.3602 2.6084 -0.0792 -0.954
C 0.1829 2.6509 4.0392 0.612
C -1.6075 2.3303 -3.9346 0.433
C -4.2444 -3.0742 0.4297 0.117
C -2.5796 -4.5005 -2.9097 -1.436
C 3.7455 -3.7020 2.1382 -1.634
C -1.0822 3.0148 -2.6693 -0.765
C 3.7911 -1.9148 -3.8364 0.889
C -1.2287 2.3337 3.6284 -1.224
C 2.5157 -1.0979 -3.6770 -0.869
C 0.4309 4.1433 4.0166 -1.527
C 3.5260 3.7399 1.4694 0.988
C -4.2579 -1.8266 -0.5559 -0.862
C 0.4951 -1.5831 4.8537 0.363
C 4.6495 4.7684 1.4155 -1.599
C 0.0272 -2.9048 4.1488 -1.199
H 2.6684 -0.2304 -3.0350 0.258
H -1.4750 -0.5923 4.7537 0.238
H 2.7783 4.0407 2.2033 -0.214
H -4.5373 4.1233 -1.6378 0.221
H 0.6489 2.3955 2.1990 -0.266
H 3.4708 2.7387 -0.4150 0.239
H 3.4508 -3.3195 -0.6380 0.476
H -3.4686 -1.9056 -1.3035 0.082
H 3.2574 -4.5900 1.7367 0.359
H 4.3329 -3.9487 -4.4712 0.396
H -1.7376 -2.5539 -3.3464 -0.226
H -4.5153 -4.0266 -0.0260 0.433
H -0.0032 -3.2937 -4.9699 0.225
H -2.3158 -5.5383 -3.1135 0.451
H -0.2775 -3.6298 4.9035 0.464
H 0.6578 4.5663 3.0379 0.286
H -0.7822 -2.8365 3.4220 0.265
H -0.2943 0.1686 5.7703 0.193
H -2.1002 -3.3308 0.4274 0.136
H 1.8301 3.2249 0.1976 -0.121
H 3.8458 -1.6849 -0.6992 0.444
H -2.5964 -2.4235 1.7372 0.030
H -5.3935 -3.6451 1.7794 0.344
H -1.6736 -3.5434 -5.4547 0.398
H -2.7794 -4.4785 -1.8384 0.208
H 4.2443 -0.7374 -5.3735 0.370
H -1.4877 2.8780 2.7203 0.506
H 2.0717 -0.8063 -4.6288 0.579
H -4.5784 2.4406 0.9755 0.352
H -1.2850 1.2495 3.5308 -0.145
H -1.0083 -1.3303 6.3923 0.479
H -1.3638 4.0614 -2.7853 0.549
H -1.3272 0.3737 -3.1059 0.011
H 5.4930 4.3365 0.8768 0.463
H -1.4672 2.5337 -1.7702 -0.216
H 3.0570 -3.3135 -5.4429 0.326
H -4.9599 1.8737 -0.6166 0.289
H 1.7951 -1.6416 -3.0660 -0.067
H -3.3345 2.2627 -0.2074 0.087
H -2.6918 2.3868 -4.0305 0.187
H -4.3319 6.1297 -0.0879 0.331
H -6.6379 3.5745 -1.0512 0.314
H 0.0032 3.1139 -2.6612 0.291
H 5.1068 -2.8337 -0.1525 0.471
H 4.8242 -3.8566 2.1116 0.417
H 2.3807 -2.2379 1.1959 -0.347
H -0.3587 4.7258 4.4912 0.415
H 5.0124 2.6060 1.8184 0.189
H 4.9771 4.9698 2.4355 0.407
H -2.9180 -4.1662 1.8055 0.496
H -3.4869 -4.2803 -3.4723 0.365
H 4.3396 5.6976 0.9373 0.407
H -5.2554 -1.6928 -0.9745 0.398
H 3.4895 -3.6166 3.1943 0.373
H 1.2175 -1.7673 5.6489 0.507
H -0.3919 -2.7843 -1.8456 0.075
H 0.3928 2.2776 5.0415 0.398
H -4.0373 -0.9278 0.0198 0.181
H -0.7614 -4.8972 -4.9541 0.379
H 0.8191 -3.4186 3.6038 0.193
H -3.1083 4.9360 0.3269 0.284
H -0.0201 0.8805 -4.0749 0.196
H 0.3173 -0.8476 3.1080 -0.391
H -1.3919 3.8947 -5.0582 0.344
H -1.3885 0.4119 -4.9281 0.454
H -4.3636 5.0359 1.3907 0.364
H 5.0510 -1.4185 1.6072 0.313
H 2.9539 4.3726 -0.5236 0.543
H 4.2402 -2.0390 -2.8510 -0.095
H 2.8585 -3.8835 -3.7449 0.311
H 1.2658 4.4176 4.6615 0.398
H -1.9538 2.6208 4.3899 0.489



(4)
108
Properties=species:S:1:pos:R:3:mulliken_charge:R:1 method="wB97M-V/def2-TZVPD" max_force_ev_per_a=4.28 e_tot_ev=-47592.604 homo_lumo_gap_ev=10.169 relative_energy_ev=2.508 total_charge=0 smiles=CC(C)O.CC(C)O.CC(C)O.CC(C)O.CC(C)O.CC(C)O.CC(C)O.CC(C)O.CC(C)O homo_energy_ev=-9.56 e_lumo_ev=0.61
O 8.7728 12.2878 8.2121 -0.598
O 10.6076 16.5468 7.8515 0.188
O 9.6626 14.8338 9.9323 0.337
O 10.7924 11.4753 13.3396 -0.360
O 16.8004 14.2230 11.0303 -0.504
O 13.0391 17.7926 7.9573 0.045
O 11.9313 19.0857 10.3413 -0.222
O 9.5473 13.8962 13.5486 -0.240
O 11.5100 13.6488 11.5350 -0.773
C 14.1614 16.5247 6.3087 -1.036
C 9.9459 11.5083 7.9228 0.435
C 9.3013 15.3915 6.3048 -1.464
C 7.5120 13.4916 14.9793 -1.045
C 18.0676 16.2172 11.5529 -1.300
C 10.0230 10.3751 8.9627 -1.025
C 8.7478 14.3383 14.7476 0.337
C 12.6502 20.1582 11.0018 0.926
C 7.5810 15.9214 10.0617 -1.241
C 15.1375 18.7451 7.2501 -1.195
C 8.8891 15.6625 10.8264 1.165
C 12.7336 14.3388 11.6040 1.008
C 12.9282 14.7891 13.0465 -1.636
C 9.5918 14.2827 15.9688 -1.236
C 17.8002 15.1555 10.5663 0.561
C 12.7783 15.4412 10.6090 -0.501
C 14.0108 19.9896 11.5694 -1.270
C 13.8680 17.8967 6.8216 0.772
C 11.2030 12.4096 7.9845 -0.839
C 9.6487 16.9436 11.1796 -1.171
C 10.9521 10.0982 13.3031 0.826
C 9.6441 16.6850 6.8103 1.007
C 10.1147 17.6939 5.7751 -1.646
C 11.7592 20.6452 12.1492 -1.598
C 17.3534 15.6529 9.1702 -1.154
C 9.9731 9.4659 14.3274 -1.573
C 12.3847 9.5669 13.5329 -1.294
H 9.6754 12.9119 13.5526 0.348
H 12.7017 9.7953 14.5542 0.362
H 16.9844 14.8064 8.6311 0.352
H 14.7587 15.8615 6.9961 0.084
H 7.8400 12.4392 14.9257 0.170
H 8.4531 15.4896 5.6041 0.415
H 12.3853 8.4702 13.6293 0.391
H 11.1205 17.4561 5.3894 0.209
H 10.6943 9.6780 12.2824 0.062
H 9.0235 14.6628 7.0184 0.373
H 12.9216 13.9652 13.7128 0.427
H 14.6753 16.5711 5.3510 0.453
H 12.7560 21.0048 10.2750 0.155
H 13.2426 15.9562 6.2024 0.193
H 11.1214 11.9505 12.5766 0.024
H 18.6235 14.5103 10.3749 0.189
H 12.1719 21.5384 12.6874 0.399
H 8.4224 15.3513 14.4677 0.266
H 14.8390 19.8193 7.2828 0.348
H 15.3607 18.4829 8.3455 0.001
H 7.1275 16.7607 10.5941 0.411
H 9.0070 17.6007 11.6977 0.768
H 9.3179 17.6984 5.0717 0.537
H 10.6428 14.7517 15.8791 0.246
H 9.8934 11.1372 6.9152 0.459
H 7.8351 16.1524 9.0372 -0.093
H 9.1539 9.7037 8.7696 0.415
H 18.2173 16.0483 8.6718 0.515
H 10.2904 9.7374 15.3275 0.350
H 13.4797 13.5690 11.4382 0.413
H 18.4728 15.8914 12.5002 0.440
H 10.8216 20.8998 11.7246 0.379
H 10.3313 18.7049 6.1633 0.340
H 10.4831 16.7267 11.8334 -0.059
H 17.1318 16.8227 11.7743 0.224
H 7.1979 13.7874 16.0101 0.389
H 15.9780 18.6846 6.5675 0.402
H 10.2024 15.1031 5.7957 0.320
H 13.8500 15.7385 10.5238 0.350
H 13.2630 9.9335 12.8663 0.254
H 14.8065 19.7267 10.8528 0.269
H 11.8263 12.2529 8.9170 -0.003
H 13.7912 15.5314 13.1891 0.338
H 9.9442 17.4682 10.2570 0.196
H 12.0535 15.3960 13.2758 0.339
H 12.2469 17.3241 7.7218 -0.162
H 16.5978 16.3913 9.1734 0.048
H 16.9410 14.1465 11.9861 0.299
H 10.0977 10.7382 9.9802 -0.088
H 8.9652 9.7711 14.2240 0.380
H 6.6293 13.6048 14.2961 0.273
H 9.7894 13.2219 16.2362 0.248
H 8.7501 17.1713 7.2824 0.083
H 12.5285 18.7560 9.6751 0.101
H 18.8319 16.9796 11.2610 0.345
H 10.4157 14.4361 10.4600 -0.046
H 10.3929 15.9236 8.5690 -0.572
H 14.3110 20.9675 11.9689 0.444
H 13.9836 19.2836 12.4402 0.258
H 10.8273 13.3864 7.7630 0.011
H 8.7487 15.1133 11.7437 -0.259
H 10.9693 9.8717 8.7581 0.387
H 6.8402 15.1499 10.0071 0.388
H 9.0157 13.0702 8.7274 0.075
H 9.1272 14.7442 16.8798 0.418
H 10.0928 8.3858 14.2500 0.433
H 10.9181 13.9666 12.2497 0.226
H 12.3707 15.2490 9.6021 -0.199
H 11.7965 12.0230 7.1361 0.527
H 11.5452 19.8470 12.8441 0.358
H 13.4443 18.4429 6.0060 0.246
H 12.3181 16.3644 11.0048 -0.328